Entry 1:
A molecular structure, C32H36ClN7O2S3SiTi. Source: OMol25; level of theory: ωB97M-V/def2-TZVPD.

Element x y z (Å)
Ti: 0.3439 -0.2796 0.4446
Cl: -1.9221 -0.0270 0.9360
S: 1.8989 -2.1518 0.1404
S: 0.8349 2.5012 7.4989
S: -1.3834 -2.9011 -0.4230
Si: 5.4927 -2.7656 0.5409
O: -0.6094 -1.6503 -0.8871
O: 0.7776 0.5161 -1.2388
N: 2.4583 0.1562 0.9465
N: 0.6274 3.2597 6.0931
N: -0.4187 3.4345 -2.2596
N: 0.2713 1.5656 1.5696
N: -0.0312 0.7084 -3.3122
N: 0.8435 0.9739 6.9878
N: 0.4259 -0.9404 2.5408
C: 4.4228 -4.2760 0.3191
C: 0.4007 2.5499 3.7396
C: 6.5057 -2.4388 -0.9912
C: 4.4660 -1.1823 0.8366
C: -1.9894 4.8290 -4.0882
C: 0.4905 0.0756 3.4311
C: -2.8916 -2.9553 -1.3892
C: 5.1693 -0.0415 1.2163
C: -1.0970 5.4969 -3.2690
C: -2.0782 3.4466 -3.9849
C: 0.6375 -0.1455 4.7997
C: 3.0906 -1.0023 0.7059
C: -1.3116 1.2970 -2.9178
C: -0.3358 4.7564 -2.3760
C: -3.1236 -4.4510 -1.5501
C: 0.2444 3.8157 3.1685
C: 0.5606 -2.4867 4.3589
C: -1.2782 2.7986 -3.0586
C: 0.0927 3.9206 1.8045
C: 2.2065 -0.2027 -3.0005
C: 0.1194 2.7647 1.0229
C: 0.6967 1.0122 5.6706
C: -0.6468 -4.2925 -1.3294
C: 0.5714 2.3207 5.1595
C: 6.5817 -2.9554 2.0450
C: 0.6750 -1.4612 5.2682
C: 0.3904 1.4340 2.9040
C: 4.5343 1.1776 1.4427
C: 3.1667 1.2385 1.2999
C: -1.7937 -5.0421 -2.0346
C: 0.9326 0.3769 -2.4898
C: 0.4473 -2.1838 3.0040
H: -3.6699 -2.4119 -0.8584
H: 0.3754 5.2564 -1.7275
H: -2.7614 2.8873 -4.6094
H: -1.6964 -4.9118 -3.1119
H: -0.9854 6.5704 -3.3160
H: -2.6018 5.3686 -4.7970
H: 5.8611 -2.2818 -1.8588
H: 0.2406 4.6896 3.8066
H: 5.0898 2.0595 1.7250
H: 0.1593 0.6093 -4.2997
H: -2.6627 -2.4575 -2.3342
H: 2.6238 2.1592 1.4602
H: 5.9980 -2.9114 2.9664
H: 7.1561 -3.2854 -1.2149
H: 3.8407 -4.2462 -0.6018
H: 5.0872 -5.1411 0.2618
H: 6.2452 -0.0935 1.3388
H: 7.0891 -3.9209 2.0227
H: 7.3547 -2.1880 2.1021
H: 0.0639 -3.8315 -2.0153
H: -3.9442 -4.6435 -2.2385
H: -0.0446 4.8784 1.3244
H: 7.1402 -1.5580 -0.8823
H: 0.0291 2.8091 -0.0598
H: -3.4066 -4.8847 -0.5883
H: 2.1022 -1.2899 -3.0152
H: 3.7401 -4.4402 1.1532
H: 2.4408 0.1522 -4.0023
H: 0.5650 -3.5205 4.6708
H: -2.0763 0.8696 -3.5660
H: -1.7411 -6.1095 -1.8323
H: -1.5265 0.9889 -1.8944
H: 0.7797 -1.6453 6.3290
H: 3.0139 0.0453 -2.3149
H: 0.3837 -2.9740 2.2694
H: -0.0931 -4.8980 -0.6153

Frontier orbital gap = 0.269 Eh
Charge = +2
Calculated total energy = -124309.845 eV
Energy above the lowest of the compared OMol25 structures with the same formula, charge and spin = 0.0 kcal/mol
Lowest unoccupied orbital energy = -6.03 eV

So, what does the Löwdin scheme give us? The charges, in e, come out as: 0.73, 0.23, 0.79, 1.09, 0.96, 0.52, -0.77, -0.15, -0.07, -0.20, 0.10, -0.08, 0.15, -0.20, -0.03, -0.20, -0.06, -0.16, -0.21, -0.03, -0.13, -0.30, -0.04, -0.04, -0.01, -0.06, -0.64, -0.07, -0.12, -0.22, 0.05, 0.01, -0.27, 0.01, 0.05, -0.09, -0.30, -0.28, -0.30, -0.17, 0.05, -0.16, -0.02, -0.08, -0.20, -0.42, -0.11, 0.10, 0.11, 0.12, 0.12, 0.12, 0.12, 0.03, 0.14, 0.12, 0.17, 0.11, 0.11, 0.04, 0.04, 0.01, 0.04, 0.12, 0.04, 0.04, 0.09, 0.13, 0.12, 0.04, 0.10, 0.12, 0.10, 0.03, 0.10, 0.13, 0.13, 0.12, 0.10, 0.14, 0.10, 0.08, 0.09



Entry 2:
A molecular structure, C32H36N10O9RuS2. Source: OMol25; level of theory: ωB97M-V/def2-TZVPD.

Element x y z (Å)
Ru: -0.1726 0.0066 -0.1251
S: -3.5084 0.6490 -1.0124
S: 1.2453 -0.6042 1.9880
O: -6.2838 2.8518 5.3485
O: -4.7299 -3.0825 4.6525
O: -2.0701 1.0914 -1.2133
O: -1.4284 1.1580 1.7028
O: 0.3044 -4.2319 -0.7068
O: -4.9625 3.8299 3.9493
O: -2.2475 -0.7397 0.9316
O: -6.1865 -1.9402 5.7643
O: 0.2359 -2.1542 0.1242
N: 0.3755 2.2980 -0.1741
N: 0.6214 1.0306 4.0781
N: 1.8405 1.9105 2.3731
N: 2.0179 0.3893 -0.9828
N: -0.0758 -1.1470 -2.3154
N: -5.2876 -2.0471 4.9550
N: 3.3377 0.9570 -2.8309
N: -5.4176 2.8447 4.5008
N: 0.3682 4.1981 -1.5351
N: 1.8449 2.4915 -1.9590
C: -4.1938 -0.9667 -3.1169
C: -3.9361 0.4473 -3.6315
C: -1.6055 0.1076 6.8399
C: -0.0783 -1.2158 4.9258
C: 0.0740 -1.3418 -4.7229
C: -4.3474 1.3496 -2.4823
C: 2.3963 1.2168 -1.8920
C: -5.3568 0.3949 4.6975
C: -3.8498 1.4970 3.1652
C: -0.0717 0.6596 -6.0655
C: -0.2535 1.4265 -4.8976
C: 0.2159 -3.0258 -0.8108
C: -0.2885 0.8296 -3.6670
C: 0.8197 2.9693 -1.1730
C: -4.8202 -0.8157 4.3035
C: -0.1062 -0.5658 -3.5488
C: -1.5607 -1.2787 6.8299
C: 4.0973 1.9914 -3.5166
C: -0.8918 0.8279 5.9009
C: 1.1840 0.8586 2.8815
C: 3.7520 -0.4207 -3.0456
C: 0.2802 -3.2853 -3.3304
C: -3.6014 -1.0424 -1.7113
C: -4.8628 1.5438 4.1060
C: -0.8097 -1.9293 5.8656
C: 0.0815 -0.6958 -5.9798
C: 0.2530 -2.7378 -4.5785
C: 0.1192 -2.4347 -2.2191
C: -3.8370 -0.9008 3.3324
C: -0.1165 0.1754 4.9425
C: -3.3461 0.2666 2.7700
C: -2.2512 0.2186 1.7401
H: -0.9248 1.9124 5.9152
H: 5.1375 1.6782 -3.5938
H: -3.4607 2.4072 2.7338
H: 3.7176 2.1733 -4.5263
H: -4.1841 -1.6515 -1.0234
H: 0.5217 -1.7466 4.2100
H: -4.0531 2.3913 -2.5899
H: -0.3688 2.5000 -4.9860
H: 2.8841 -1.0782 -2.9819
H: 0.6036 1.9893 4.3977
H: -5.4180 1.2889 -2.2746
H: 0.8428 4.7703 -2.2106
H: 0.2266 -1.2943 -6.8704
H: -0.0422 1.1520 -7.0283
H: -3.4510 -1.8649 3.0334
H: 0.3786 -3.3510 -5.4621
H: 2.0746 1.8393 1.3949
H: -0.4742 1.3877 -2.7598
H: 2.5500 -0.4693 -0.9360
H: -0.3342 4.6386 -0.9685
H: 2.0413 3.0119 -2.7963
H: -2.1004 -1.8461 7.5765
H: 0.4153 -4.3386 -3.1331
H: 4.1725 -0.5005 -4.0454
H: -2.5672 -1.3803 -1.6870
H: -4.5055 0.6589 -4.5370
H: -0.3919 2.7428 0.3211
H: -2.1896 0.6330 7.5839
H: 4.5057 -0.7443 -2.3217
H: 4.0891 2.9223 -2.9522
H: -2.8750 0.5940 -3.8429
H: 1.6919 2.8402 2.7370
H: -3.7559 -1.7208 -3.7715
H: -0.7790 -3.0100 5.8451
H: -6.1361 0.4462 5.4430
H: -5.2712 -1.1377 -3.0740

Frontier orbital gap (spin up / spin down) = 0.261 / 0.283 Eh
Charge = +1
Calculated total energy = -91340.046 eV
Energy above the lowest of the compared OMol25 structures with the same formula, charge and spin = 6.4 kcal/mol
Spin multiplicity = 2
Lowest unoccupied orbital energy (spin up / spin down) = -3.91 / -3.20 eV

So, what does the Löwdin scheme give us? The charges, in e, come out as: 1.30, 1.01, 0.80, 0.10, 0.09, -0.62, -0.09, 0.09, 0.08, -0.08, 0.10, -0.24, 0.05, 0.10, 0.11, 0.09, 0.09, -0.35, -0.14, -0.35, 0.19, 0.15, -0.21, -0.23, -0.07, -0.03, -0.15, -0.29, -0.42, 0.09, 0.08, -0.07, -0.07, -0.59, -0.06, -0.50, -0.11, -0.21, -0.08, -0.03, -0.03, -0.75, -0.02, 0.03, -0.28, -0.11, -0.06, -0.02, 0.02, -0.18, 0.09, -0.23, -0.10, -0.67, 0.11, 0.10, 0.13, 0.10, 0.10, 0.06, 0.09, 0.11, 0.08, 0.15, 0.10, 0.11, 0.12, 0.11, 0.14, 0.13, 0.06, 0.07, 0.06, 0.12, 0.13, 0.11, 0.13, 0.10, 0.07, 0.12, 0.07, 0.11, 0.11, 0.09, 0.09, 0.12, 0.12, 0.11, 0.14, 0.12



Entry 3:
A molecular structure, C32H36N4OPt. Source: OMol25; level of theory: ωB97M-V/def2-TZVPD.

Element x y z (Å)
Pt: -0.6300 0.1048 1.0370
O: -1.6701 -1.6405 1.1961
N: 0.3436 1.7979 1.5983
N: -0.3963 -0.2776 2.9157
N: -0.8013 -1.4891 3.3251
N: -0.4686 0.3296 -0.9227
C: -1.1387 1.3417 -1.5240
C: -2.4176 1.6434 -1.0004
C: -2.8936 -4.0677 1.8155
C: 3.2251 0.1152 -1.7098
C: -2.0065 -5.4489 4.0461
C: -1.4081 3.2148 -3.0580
C: 2.4031 -2.1629 -1.1806
C: 1.2902 3.9810 1.4330
C: -1.5111 -4.1880 3.7814
C: 0.5470 2.9432 0.9382
C: 3.0731 -0.1681 -3.2039
C: 0.8403 1.6681 2.8987
C: -2.6676 3.4693 -2.5269
C: 0.7460 -0.2655 -1.4617
C: 1.9211 0.6974 -1.1860
C: 1.0491 0.0351 4.8849
C: 3.5402 -1.1690 -0.9512
C: 0.6302 -0.6745 -2.9424
C: -1.4567 -2.1342 2.3869
C: 1.8633 3.8516 2.7177
C: 0.4755 0.4892 3.5808
C: -3.1773 2.6827 -1.4941
C: -2.9609 -6.0163 3.2120
C: -0.8090 4.0762 -4.1324
C: 2.3312 -2.4872 -2.6709
C: 1.6309 2.7130 3.4331
C: -4.5275 2.9603 -0.9066
C: 1.9768 -1.2123 -3.4311
C: -0.6635 2.1556 -2.5721
C: -3.3911 -5.3267 2.0878
C: -1.9684 -3.4733 2.6748
C: 1.0758 -1.5702 -0.6998
H: -4.4302 3.2294 0.1432
H: 0.3264 2.0118 -2.9738
H: 2.5967 -3.0808 -0.6156
H: -5.0272 3.7729 -1.4248
H: 1.1591 -1.3678 0.3791
H: -0.7557 -3.7410 4.4065
H: 2.0441 2.5974 4.4231
H: 2.8093 0.7579 -3.7187
H: 1.7494 1.6748 -1.6311
H: -1.6345 -5.9993 4.8990
H: 1.9037 -1.4351 -4.5022
H: -3.2106 -3.5259 0.9391
H: 3.3015 -2.8557 -3.0112
H: 1.1046 0.8471 5.6044
H: 1.4316 4.8772 0.8531
H: -4.1080 -5.7779 1.4162
H: -0.5973 3.4858 -5.0231
H: 0.1385 4.4945 -3.7930
H: 4.0166 -0.5273 -3.6198
H: 1.9770 0.8364 -0.1016
H: 3.6469 -0.9565 0.1154
H: 4.4810 -1.5934 -1.3088
H: -1.4703 4.8934 -4.4063
H: 2.4647 4.6490 3.1252
H: -5.1566 2.0749 -0.9664
H: 0.0956 3.0101 -0.0430
H: 0.2726 -2.2951 -0.8524
H: 4.0308 0.8414 -1.5521
H: -3.3518 -7.0016 3.4224
H: -2.7988 1.0124 -0.1988
H: -3.2523 4.2928 -2.9110
H: 1.5893 -3.2678 -2.8569
H: 2.0540 -0.3539 4.7176
H: 0.4270 -0.7637 5.2796
H: 0.3068 0.1412 -3.5857
H: -0.1328 -1.4555 -3.0162

Frontier orbital gap = 0.185 Eh
Charge = 0
Calculated total energy = -45023.929 eV
Lowest unoccupied orbital energy = -1.26 eV

So, what does the Löwdin scheme give us? The charges, in e, come out as: 1.25, -0.17, -0.05, -0.16, 0.08, -0.15, -0.33, -0.03, -0.01, -0.29, -0.08, -0.29, -0.29, -0.03, -0.03, -0.10, -0.11, -0.18, -0.04, -0.45, -0.10, -0.01, -0.12, -0.07, -0.41, -0.04, -0.25, -0.29, -0.08, -0.05, -0.12, 0.00, -0.06, -0.29, -0.03, -0.08, -0.15, -0.11, 0.08, 0.09, 0.14, 0.07, 0.09, 0.11, 0.11, 0.12, 0.11, 0.10, 0.14, 0.12, 0.12, 0.08, 0.11, 0.10, 0.08, 0.08, 0.12, 0.10, 0.12, 0.12, 0.07, 0.11, 0.08, 0.11, 0.12, 0.14, 0.10, 0.09, 0.10, 0.12, 0.10, 0.07, 0.10, 0.13